# 1
{
  "formula": "C35H35N7",
  "method": "ωB97M-V with the def2-TZVPD basis set",
  "species": ["N", "C", "C", "C", "C", "C", "H", "H", "H", "H", "H", "N", "C", "C", "C", "C", "C", "H", "H", "H", "H", "H", "N", "C", "C", "C", "C", "C", "H", "H", "H", "H", "H", "N", "C", "C", "C", "C", "C", "H", "H", "H", "H", "H", "N", "C", "C", "C", "C", "C", "H", "H", "H", "H", "H", "N", "C", "C", "C", "C", "C", "H", "H", "H", "H", "H", "N", "C", "C", "C", "C", "C", "H", "H", "H", "H", "H"],
  "coordinates": [[-0.03794, 5.75715, 1.88636], [0.63604, 4.62099, 1.52555], [0.17632, 3.73829, 0.58489], [-1.09667, 3.97843, 0.01802], [-1.85037, 5.14184, 0.33821], [-1.28039, 6.01578, 1.28551], [1.61704, 4.49750, 1.96005], [0.66081, 2.85015, 0.20691], [-1.45440, 3.35574, -0.78863], [-2.76276, 5.37329, -0.19130], [-1.82868, 6.86538, 1.66493], [1.13688, -5.50201, -1.86118], [0.29243, -4.66848, -2.43835], [-0.43993, -3.66736, -1.75091], [-0.17477, -3.55068, -0.35234], [0.70600, -4.40438, 0.26486], [1.41138, -5.28509, -0.56245], [0.11784, -4.71041, -3.50332], [-1.17122, -3.10526, -2.31276], [-0.59077, -2.74160, 0.22967], [0.90877, -4.22974, 1.31118], [1.99800, -5.96678, 0.03552], [-0.81761, -4.78080, 4.04196], [-1.77900, -4.02262, 3.33929], [-1.58227, -2.62489, 3.10001], [-0.43856, -2.10229, 3.57093], [0.48771, -2.80012, 4.40839], [0.19976, -4.11440, 4.54879], [-2.49302, -4.71122, 2.91220], [-2.28782, -2.01658, 2.55360], [-0.19395, -1.05128, 3.52694], [1.28705, -2.31813, 4.95164], [0.78117, -4.62428, 5.30271], [0.95566, -0.00299, 1.69265], [2.24829, -0.12520, 1.44640], [2.73834, -0.13431, 0.11789], [1.78009, -0.01425, -0.92940], [0.44734, 0.13500, -0.62785], [0.07020, 0.08000, 0.68678], [2.94362, -0.29897, 2.25431], [3.73005, -0.46249, -0.15635], [1.99602, 0.16482, -1.97234], [-0.24891, 0.24688, -1.44586], [-0.96813, 0.32607, 0.85323], [5.05060, 1.73701, 5.00945], [3.95586, 0.90566, 4.68013], [2.69392, 1.44760, 4.49930], [2.49540, 2.87064, 4.42671], [3.58040, 3.66896, 4.63868], [4.80382, 3.07606, 4.92313], [4.12188, -0.15450, 4.55804], [1.89037, 0.73324, 4.39728], [1.51417, 3.25331, 4.18764], [3.46325, 4.73872, 4.54770], [5.60789, 3.73490, 5.21604], [0.70686, -0.82568, -4.42628], [0.96465, -2.07816, -4.85528], [0.59837, -2.51863, -6.12897], [-0.11116, -1.63899, -6.91743], [-0.26184, -0.32721, -6.57694], [0.23643, 0.06730, -5.33548], [1.61200, -2.74459, -4.30464], [0.88577, -3.52209, -6.40619], [-0.52226, -1.93476, -7.87133], [-0.65125, 0.38852, -7.28581], [0.07367, 1.08593, -5.01564], [-3.46205, 2.93284, -2.76268], [-2.98554, 1.68974, -2.96513], [-3.82175, 0.60643, -2.71675], [-5.12692, 0.81500, -2.31994], [-5.61035, 2.11867, -2.13162], [-4.72478, 3.15272, -2.34114], [-1.96720, 1.55144, -3.29718], [-3.51479, -0.38934, -3.00067], [-5.72818, -0.07381, -2.19790], [-6.58559, 2.33368, -1.72042], [-5.01110, 4.18842, -2.23274]],
  "atomic_forces_ev_per_a": [[-1.68, -0.71, -1.26], [-0.64, 1.99, 0.27], [-2.32, -0.25, -1.06], [0.15, 1.43, 0.11], [1.90, -0.59, 0.51], [1.99, -1.99, 0.65], [0.07, 0.04, 0.22], [0.58, 0.07, 0.42], [-0.12, -0.25, 0.04], [-0.12, -0.04, 0.17], [0.23, 0.26, -0.10], [0.74, 0.52, -0.04], [0.43, -0.85, -0.22], [0.24, 0.10, 2.21], [-0.58, 0.85, -0.70], [-0.75, 2.56, -0.56], [-0.88, -1.87, 0.11], [0.25, -0.49, -0.22], [0.04, 0.39, 0.23], [-0.44, -0.06, -0.01], [0.14, -0.48, 0.19], [0.81, -0.47, -0.85], [-2.75, 1.61, -1.84], [3.26, -0.95, 0.75], [-1.35, -2.76, -0.46], [2.95, 1.72, 2.57], [-1.93, 1.09, -1.92], [0.73, -0.90, 1.92], [-0.68, 0.63, -0.03], [-0.18, -0.08, 0.01], [-0.44, 0.20, -0.62], [0.05, 0.06, -0.24], [0.31, -0.73, -0.20], [-0.96, 0.07, 0.52], [0.36, -0.53, -2.12], [-1.67, -0.81, -0.79], [1.12, 0.82, 0.72], [0.29, -0.55, -0.40], [0.44, 0.95, 0.31], [-0.15, 0.24, 0.30], [0.36, 0.61, 0.32], [0.73, -0.59, -0.13], [-0.28, 0.13, 0.09], [-0.23, -0.38, 0.90], [-2.17, 0.16, -1.41], [1.29, 3.02, 0.76], [0.22, 0.70, -0.22], [-0.05, -2.41, 0.14], [-0.30, 0.07, -0.47], [0.48, -1.76, 0.95], [0.26, -0.08, 0.41], [-0.37, 0.24, -0.28], [-0.05, 0.11, 0.13], [0.27, 0.12, 0.15], [0.38, -0.15, -0.12], [0.64, 0.36, -0.57], [-0.23, 0.95, -1.31], [0.03, 0.09, 1.20], [-0.25, -0.74, -1.40], [0.81, 0.68, 0.74], [-0.91, -1.30, 0.75], [-0.11, 0.13, 0.82], [-0.24, -0.03, -0.34], [0.15, -0.31, -0.15], [-0.22, 0.04, 0.14], [0.31, 0.11, 0.26], [0.69, 0.17, -0.08], [-1.89, 0.84, 0.87], [0.23, -0.03, -0.82], [-0.25, 0.34, 0.05], [0.32, -0.76, 0.57], [1.23, -0.72, -0.75], [0.13, 0.25, -0.09], [0.19, -0.20, 0.27], [-0.39, 0.17, 0.16], [-0.19, -0.17, -0.25], [-0.02, 0.08, 0.09]],
  "lowdin_spin": [0.000, 0.000, 0.000, 0.000, 0.000, 0.000, 0.000, 0.000, 0.000, 0.000, 0.000, 0.016, 0.213, 0.304, 0.002, 0.152, 0.253, 0.006, 0.011, -0.003, 0.004, 0.009, 0.001, 0.001, 0.000, 0.000, 0.001, 0.000, 0.000, 0.000, 0.000, 0.000, 0.000, 0.001, 0.003, 0.001, 0.000, 0.004, 0.003, 0.000, 0.000, 0.000, 0.000, 0.000, 0.000, 0.000, 0.000, 0.000, 0.000, 0.000, 0.000, 0.000, 0.000, 0.000, 0.000, 0.003, 0.006, 0.004, 0.000, 0.004, 0.000, 0.001, 0.000, 0.000, 0.000, 0.000, 0.000, 0.000, 0.000, 0.000, 0.000, 0.000, 0.000, 0.000, 0.000, 0.000, 0.000],
  "e_lumo_ev": [-4.68, -8.92],
  "multiplicity": 2,
  "orbital_gap_ev": [6.599, 2.359],
  "homo_ev": [-11.28, -11.28],
  "charge": 1
}

# 2
{
  "formula": "C4H8O2",
  "method": "ωB97M-V with the def2-TZVPD basis set",
  "species": ["O", "C", "C", "C", "C", "O", "H", "H", "H", "H", "H", "H", "H", "H"],
  "coordinates": [[2.02057, 1.27070, -0.39160], [2.44530, 0.30014, 0.37606], [0.08996, -1.29785, -0.14271], [-0.64918, -0.04802, -0.54088], [-1.83731, 0.42900, 0.17080], [-0.57643, 1.06308, 0.36209], [1.21254, 1.71600, -0.05967], [1.17449, -1.19323, -0.29116], [1.76817, 0.28526, 1.27217], [-0.22314, -2.13989, -0.76519], [-0.09570, -1.53705, 0.90942], [-0.54300, 0.25288, -1.58466], [-2.20048, -0.12709, 1.03501], [-2.58581, 1.02607, -0.34969]],
  "atomic_forces_ev_per_a": [[0.11, 0.01, 0.13], [-0.05, 0.40, 0.08], [-0.05, -0.03, 0.04], [0.02, -0.26, -0.22], [-0.25, -0.07, 0.01], [0.09, 0.13, 0.10], [0.11, -0.10, 0.00], [-0.28, -0.11, -0.04], [0.15, 0.01, -0.11], [-0.09, 0.06, 0.07], [0.01, 0.01, -0.17], [-0.03, -0.05, 0.16], [0.08, 0.06, -0.15], [0.17, -0.08, 0.08]],
  "mulliken_charge": [-0.262, -0.417, -1.275, 0.436, -0.442, -0.485, 0.434, 0.327, 0.211, 0.340, 0.356, 0.302, 0.228, 0.247],
  "e_lumo_ev": 0.91,
  "orbital_gap_ev": 9.410,
  "homo_ev": -8.50
}

# 3
{
  "formula": "C3H42NO17",
  "method": "ωB97M-V with the def2-TZVPD basis set",
  "species": ["C", "C", "C", "N", "H", "H", "H", "H", "H", "H", "H", "H", "H", "H", "O", "H", "H", "O", "H", "H", "O", "H", "H", "O", "H", "H", "O", "H", "H", "O", "H", "H", "O", "H", "H", "O", "H", "H", "O", "H", "H", "O", "H", "H", "O", "H", "H", "O", "H", "H", "O", "H", "H", "O", "H", "H", "O", "H", "H", "O", "H", "H", "O"],
  "coordinates": [[-1.40409, -1.64738, 2.98060], [-0.37558, -2.35044, 2.19595], [0.13735, -1.85898, 1.07957], [1.18023, -2.59715, 0.33859], [-1.76563, -0.72648, 2.52025], [-2.27774, -2.27008, 3.12989], [-1.03492, -1.36804, 3.98856], [-0.07104, -3.31398, 2.58701], [-0.13928, -0.92818, 0.59905], [1.42754, -3.49232, 0.80438], [0.87932, -2.78089, -0.62918], [2.07830, -2.03373, 0.30049], [-1.66081, -0.48646, -3.24703], [-1.74179, 0.91535, -3.99076], [-2.26538, 0.24238, -3.50159], [-0.43703, 2.51484, -3.31036], [-0.82471, 2.97925, -4.75422], [-0.52511, 2.22389, -4.23747], [2.15774, -3.34089, 2.88087], [2.31351, -4.93752, 2.86967], [1.84705, -4.19703, 2.47551], [-0.16421, 1.74034, 3.53127], [1.29408, 1.81003, 3.93234], [0.73315, 1.34752, 3.29514], [-1.17000, 1.56220, -1.22420], [0.26346, 2.01524, -0.56456], [-0.19747, 1.72388, -1.40856], [-1.90745, 2.94814, 2.93948], [-1.82453, 3.20350, 4.45115], [-1.68194, 2.50320, 3.80491], [3.58239, -0.16585, 0.52050], [4.44557, -1.47229, 0.48283], [3.55366, -1.16255, 0.67615], [3.62946, 1.39749, -0.88561], [4.28386, 2.09426, 0.33804], [3.55928, 1.50359, 0.09005], [1.93601, 2.20579, 0.57916], [0.89450, 2.01386, 1.74735], [1.04743, 2.48872, 0.89721], [2.10231, -1.09229, 3.38338], [3.13724, -1.53189, 2.33293], [2.75120, -1.79078, 3.19483], [-3.53376, 0.95230, -0.77510], [-2.77196, 1.14996, -2.11427], [-2.86848, 1.53484, -1.21278], [0.75230, 0.78309, -2.44330], [0.90725, 0.80806, -3.95199], [1.22328, 0.29623, -3.18784], [-0.39638, -2.34917, -3.68267], [0.26795, -1.09553, -3.04232], [-0.43698, -1.77428, -2.90851], [-5.51201, -0.14815, -0.55993], [-4.34099, -1.09799, -0.83326], [-4.61517, -0.33946, -0.26036], [-2.66338, 3.18205, 0.87567], [-1.16968, 3.55594, 0.98708], [-2.02612, 3.66098, 1.42874], [2.84975, 0.69840, -2.79384], [4.15419, 1.40928, -3.25325], [3.76862, 0.91189, -2.52403], [-3.00726, -2.78697, -1.14690], [-3.12869, -1.96491, -2.44880], [-3.63870, -2.35603, -1.73137]],
  "atomic_forces_ev_per_a": [[-0.41, 0.94, 0.71], [-0.15, 0.12, -0.26], [0.07, -0.39, -0.03], [0.46, 0.22, -0.55], [0.18, 0.00, -0.11], [-0.12, -0.30, 0.09], [-0.08, -0.27, -0.49], [0.18, 0.06, -0.21], [0.01, 0.01, 0.15], [-0.15, 0.16, 0.23], [0.06, 0.09, 0.28], [-0.60, -0.40, 0.00], [-0.08, 0.46, -0.28], [-0.15, -0.52, 0.25], [0.03, -0.08, -0.17], [-0.09, 0.05, -0.07], [0.07, 0.04, 0.04], [0.13, 0.15, 0.08], [0.12, -0.58, 0.08], [0.13, 0.10, 0.09], [0.06, 0.19, -0.20], [0.37, -0.41, -0.17], [0.18, -0.15, -0.16], [-0.66, 0.37, 0.62], [0.58, 0.18, 0.23], [-0.73, -0.18, -0.52], [0.18, 0.01, 0.36], [0.18, -0.33, 0.42], [0.06, -0.17, 0.15], [-0.13, 0.38, -0.44], [0.01, -0.72, 0.13], [0.01, -0.08, -0.08], [0.15, 0.97, -0.30], [0.17, 0.05, -0.36], [-0.13, -0.11, 0.04], [0.17, -0.01, 0.17], [-0.49, 0.26, 0.44], [0.22, 0.09, -0.09], [0.30, -0.20, -0.54], [0.16, -0.21, 0.06], [0.00, 0.04, 0.31], [-0.24, 0.37, -0.03], [0.26, 0.07, -0.11], [-0.25, -0.01, 0.19], [0.02, -0.01, 0.08], [0.04, -0.18, -0.14], [0.09, -0.08, -0.11], [-0.33, 0.49, 0.40], [0.02, 0.02, 0.07], [-0.05, -0.16, -0.11], [0.12, -0.28, 0.16], [0.01, 0.08, 0.19], [-0.05, 0.32, 0.35], [-0.18, -0.21, -0.33], [0.19, 0.15, -0.05], [-0.11, 0.05, 0.01], [-0.03, -0.22, -0.31], [0.10, -0.08, -0.24], [0.01, -0.02, 0.10], [0.01, 0.07, 0.16], [0.08, -0.03, -0.10], [0.08, -0.01, -0.04], [-0.03, -0.13, -0.04]],
  "mulliken_charge": [-1.367, -0.010, -0.646, 0.100, 0.293, 0.425, 0.284, 0.503, 0.528, 0.494, 0.388, 0.132, 0.412, 0.350, -0.737, 0.347, 0.279, -0.695, 0.416, 0.281, -0.680, 0.365, 0.281, -0.614, 0.234, 0.382, -0.609, 0.459, 0.309, -0.719, 0.451, 0.301, -0.833, 0.393, 0.327, -0.851, 0.368, 0.413, -0.708, 0.297, 0.443, -0.754, 0.400, 0.323, -0.680, 0.489, 0.447, -1.012, 0.309, 0.456, -0.702, 0.330, 0.448, -0.712, 0.333, 0.329, -0.748, 0.488, 0.286, -0.725, 0.325, 0.336, -0.750],
  "e_lumo_ev": -2.47,
  "orbital_gap_ev": 10.639,
  "homo_ev": -13.11,
  "charge": 1
}

# 4
{
  "formula": "C23H24BF3N2O7",
  "method": "ωB97M-V with the def2-TZVPD basis set",
  "species": ["C", "C", "C", "C", "C", "O", "C", "C", "C", "C", "C", "O", "N", "C", "C", "C", "C", "C", "C", "C", "N", "F", "C", "C", "O", "C", "C", "H", "H", "H", "H", "H", "H", "H", "H", "H", "H", "H", "H", "H", "H", "H", "H", "H", "H", "H", "H", "H", "H", "H", "H", "B", "O", "C", "O", "C", "O", "O", "F", "F"],
  "coordinates": [[3.56854, 1.83624, 2.07194], [2.98584, 1.15729, 1.12728], [2.38885, 0.26025, -0.03853], [1.07106, -0.55153, 0.25318], [0.41385, -0.40348, 1.72095], [-0.54634, 0.68300, 1.67945], [-0.06772, 1.88640, 2.34584], [0.47885, -1.42173, -0.92573], [-0.90632, -2.24452, -0.67254], [-2.03973, -1.13118, -0.36575], [-3.38345, -1.29117, -1.23847], [-3.46619, -1.89392, -2.34698], [-4.62567, -0.65165, -0.65656], [-4.60583, 0.82424, -0.90402], [-4.27040, 1.50384, -2.27470], [-4.29576, 3.08389, -2.47455], [-4.66346, 4.08398, -1.28965], [-4.97094, 3.38358, 0.11287], [-4.93988, 1.80864, 0.30552], [1.22851, -1.47798, -2.32928], [2.46329, -0.68836, -2.54724], [3.11897, -0.68035, -3.73337], [3.03935, 0.14768, -1.48660], [4.36870, 1.05163, -1.72978], [4.06578, 2.15629, -2.61423], [3.22575, 3.15965, -1.98044], [3.93315, 3.99178, -0.78889], [3.93074, 2.39881, 2.99931], [1.17690, -0.34925, 2.57520], [-0.20320, -1.37595, 1.90783], [-0.89244, 2.19193, 3.10346], [0.07438, 2.71460, 1.53767], [0.94137, 1.77800, 2.87862], [-1.11854, -2.85936, -1.62253], [-0.70743, -2.89970, 0.25524], [-1.60042, -0.09203, -0.64064], [-2.23985, -1.08881, 0.77367], [-4.45599, -0.72453, 0.37506], [-3.98285, 0.87379, -3.19930], [-4.06901, 3.57734, -3.49308], [-4.69086, 5.21787, -1.43524], [-5.23656, 4.10082, 0.97749], [-5.16739, 1.39125, 1.36588], [0.82714, -2.10281, -3.21460], [4.90516, 1.34333, -0.75749], [5.10986, 0.36006, -2.30479], [2.96786, 3.93567, -2.80941], [2.21791, 2.76977, -1.58855], [3.09146, 4.24492, -0.02487], [4.28193, 4.99671, -1.24008], [4.76200, 3.43217, -0.22917], [1.27856, -6.73832, 3.24422], [0.06568, -6.05638, 3.72880], [-0.19200, -5.06219, 2.88592], [-1.12765, -4.29741, 2.99387], [0.81605, -5.04128, 1.82899], [0.86316, -4.25515, 0.90542], [1.68974, -6.02062, 2.02380], [0.98556, -8.10912, 2.93602], [2.31631, -6.66488, 4.23376]],
  "atomic_forces_ev_per_a": [[-3.10, -3.27, -4.03], [2.52, 1.81, 2.42], [-1.61, -1.66, -1.59], [2.49, 0.46, -2.66], [-1.17, -1.76, -0.91], [2.07, -0.23, 0.97], [-0.39, 1.36, -0.05], [2.53, 1.16, -0.62], [1.18, 1.10, -0.34], [0.16, 0.15, -0.30], [-0.57, -1.65, -2.77], [0.80, 2.65, 4.64], [2.57, 1.66, 0.21], [-0.06, 4.50, -0.15], [-0.63, 1.99, 1.99], [-1.01, -0.60, 3.65], [0.29, -5.50, 0.51], [0.72, -1.61, -3.08], [0.61, 1.82, -2.82], [0.05, 1.35, 2.63], [-1.98, 0.75, 5.22], [-0.68, -0.24, 0.69], [-1.00, 0.23, 2.27], [0.13, -1.55, -1.53], [-0.48, -0.51, 1.81], [-0.39, 1.71, 0.21], [-0.99, 0.51, -0.18], [-0.68, -1.14, -2.03], [-0.89, 0.23, -1.56], [1.18, 1.59, -0.35], [1.50, -0.37, -1.33], [-0.36, -1.31, 1.48], [-1.63, -0.17, -0.73], [0.14, 0.93, 1.65], [-0.32, 0.73, -1.64], [-1.05, -1.58, 0.45], [0.04, -0.11, -1.99], [-0.55, 0.08, -1.03], [-0.63, 1.03, 1.83], [-0.36, -1.28, 1.77], [0.03, -1.99, 0.29], [0.48, -1.63, -1.39], [0.42, 0.73, -2.16], [0.93, 1.24, 1.65], [-1.39, -0.43, -1.22], [-1.27, 1.35, 0.89], [0.50, -1.63, 1.32], [1.52, 0.02, -0.70], [1.59, -0.42, -1.22], [-0.16, -1.76, 0.96], [-1.19, 0.92, -1.00], [1.23, -2.47, 1.37], [-0.18, 0.97, -0.88], [-2.31, -0.35, 2.71], [0.53, 0.00, -0.42], [2.56, -0.62, -1.97], [-0.17, 0.18, 0.18], [-0.87, 1.14, -0.35], [0.30, 1.49, 0.26], [-1.05, 0.01, -1.06]],
  "mulliken_charge": [-0.496, -0.482, 0.679, 0.785, -0.935, -0.290, -0.604, 0.438, -0.253, -0.423, 0.283, -0.511, -0.379, 0.596, -0.353, -0.346, -0.445, -0.393, -0.413, -0.450, 0.434, -0.177, 0.089, -0.610, -0.383, -0.097, -0.814, 0.360, 0.604, -0.069, 0.254, 0.213, 0.217, 0.550, -0.282, 0.234, 0.298, 0.382, 0.308, 0.291, 0.329, 0.295, 0.203, 0.410, 0.329, 0.386, 0.331, 0.158, 0.202, 0.310, 0.224, 0.528, -0.437, 0.739, -0.613, 0.524, -0.556, -0.450, -0.361, -0.363],
  "e_lumo_ev": -2.86,
  "orbital_gap_ev": 5.935,
  "homo_ev": -8.80
}